Computed, not measured: a 2-piece molecular cluster, C4H12 overall in a non-equilibrium geometry, with ωB97M-V with the def2-TZVPD basis set.

Structure (XYZ):
```
16
Properties=species:S:1:pos:R:3:nbo_charge:R:1
C -1.09 0.99 -1.88 -0.613
C 0.27 1.61 -1.53 -0.614
H -1.21 1.04 -2.95 0.206
H -1.12 -0.04 -1.50 0.203
H -1.94 1.39 -1.32 0.204
H 1.03 0.86 -1.78 0.206
H 0.32 2.04 -0.54 0.207
H 0.48 2.44 -2.22 0.200
C 0.87 -1.42 2.31 -0.613
C -0.06 -1.19 1.10 -0.628
H 1.91 -1.17 2.09 0.204
H 0.46 -0.94 3.20 0.206
H 0.94 -2.48 2.58 0.202
H -0.89 -0.63 1.54 0.206
H -0.35 -2.04 0.50 0.214
H 0.39 -0.37 0.53 0.208
```

E_LUMO	0.042	Eh
2S+1	1
HOMO level	-11.58	eV
ΔE to the lowest compared entry with this formula, charge and spin	53.1	kJ/mol
orbital gap	12.716	eV
structure (SMILES)	CC.CC
DFT total energy	-4341.97824	eV
max |F|	0.0468	hartree/bohr

***

Computed, not measured: C34H28NO7PtS as an isolated structure, with ωB97M-V with the def2-TZVPD basis set.

Structure (XYZ):
```
72
Properties=species:S:1:pos:R:3:mulliken_charge:R:1
Pt -0.09 -0.37 0.45 2.710
C -2.04 0.70 4.32 -1.894
C -1.48 -0.11 3.19 0.955
O -1.03 0.53 2.21 -0.851
C -1.49 -1.56 3.27 1.032
C -1.52 -2.17 4.54 -0.793
C -1.54 -3.53 4.67 -0.833
C -1.58 -4.33 3.52 -0.520
C -1.58 -3.77 2.27 -0.545
C -1.53 -2.37 2.10 0.030
O -1.58 -1.88 0.88 -0.918
H -2.18 1.73 3.99 0.343
H -1.34 0.70 5.15 0.416
H -2.98 0.28 4.67 0.440
H -1.49 -1.55 5.43 0.382
H -1.54 -3.99 5.66 0.446
H -1.61 -5.41 3.62 0.419
H -1.62 -4.38 1.38 0.443
O -1.81 1.34 -0.35 -0.721
C -1.75 2.30 -1.33 -0.077
C 1.39 2.58 -1.01 1.023
O 1.64 3.14 -1.98 -0.426
O 1.16 2.00 -0.03 -0.548
C -1.46 3.65 -0.97 1.170
C -0.98 3.99 0.32 -0.428
C -0.71 5.31 0.65 -1.017
C -0.90 6.33 -0.27 -0.553
C -1.39 6.02 -1.54 -0.844
C -1.67 4.71 -1.89 -0.498
C -2.16 1.80 -2.63 0.485
C -1.46 2.13 -3.80 0.030
C -1.90 1.69 -5.03 -1.004
C -3.04 0.90 -5.13 -0.498
C -3.73 0.55 -3.97 -0.796
C -3.29 0.98 -2.74 -0.308
H -1.94 1.74 0.52 0.213
H -0.79 3.23 1.06 0.476
H -0.35 5.54 1.64 0.427
H -0.68 7.35 0.00 0.417
H -1.56 6.80 -2.26 0.426
H -2.07 4.50 -2.87 0.549
H -0.57 2.75 -3.73 0.510
H -1.35 1.95 -5.93 0.441
H -3.39 0.57 -6.09 0.444
H -4.63 -0.05 -4.04 0.454
H -3.83 0.72 -1.84 0.454
O 7.17 0.74 4.23 -0.451
C 6.28 1.32 3.40 0.659
O 6.43 2.45 3.03 -0.511
C 5.09 0.50 2.98 0.692
C 4.47 0.87 1.79 -0.837
C 3.35 0.20 1.36 -0.177
C 2.83 -0.87 2.12 0.648
S 1.44 -1.76 1.61 -0.136
C 3.47 -1.25 3.30 -0.826
C 4.59 -0.56 3.73 -0.903
H 6.99 -0.20 4.35 0.310
H 4.88 1.70 1.23 0.472
H 2.86 0.47 0.44 0.150
H 3.07 -2.07 3.88 0.493
H 5.04 -0.84 4.68 0.324
C -0.05 -1.36 -4.33 -0.229
C 1.11 -0.86 -3.76 -1.000
C 1.15 -0.68 -2.39 0.094
N 0.11 -0.96 -1.60 -0.212
C -1.01 -1.46 -2.15 0.050
C -1.12 -1.68 -3.51 -0.871
H -0.12 -1.51 -5.40 0.450
H 1.97 -0.61 -4.36 0.449
H 2.05 -0.31 -1.90 0.427
H -1.81 -1.69 -1.46 0.413
H -2.04 -2.08 -3.91 0.463
```

E_LUMO (alpha / beta)	-0.097 / -0.206	Eh
2S+1	5
net charge	+1
HOMO level (alpha / beta)	-9.08 / -10.88	eV
ΔE to the lowest compared entry with this formula, charge and spin	0.0	kJ/mol
orbital gap (alpha / beta)	6.448 / 5.265	eV
DFT total energy	-65610.00657	eV
expectation value of S²	6.063
max |F|	0.0123	hartree/bohr

***

Computed, not measured: a 2-piece molecular cluster, C2H6N4 overall in a non-equilibrium geometry, with ωB97M-V with the def2-TZVPD basis set.

Structure (XYZ):
```
12
Properties=species:S:1:pos:R:3:nbo_charge:R:1
C -1.90 -0.86 0.38 -0.400
C -2.02 0.28 -0.31 -0.407
N 2.10 -0.86 -0.35 -0.370
N 2.14 -0.38 1.05 -0.133
N 2.08 0.45 0.12 0.280
N 1.95 1.52 -0.46 -0.470
H -0.88 -1.29 0.46 0.178
H -2.63 -1.42 1.04 0.207
H -3.01 0.81 -0.42 0.211
H -1.02 0.61 -0.90 0.206
H 1.30 -1.25 -0.71 0.334
H 1.88 2.37 0.09 0.362
```

E_LUMO (alpha / beta)	0.029 / 0.029	Eh
2S+1	1
HOMO level (alpha / beta)	-9.28 / -9.28	eV
ΔE to the lowest compared entry with this formula, charge and spin	753.1	kJ/mol
orbital gap (alpha / beta)	10.075 / 10.076	eV
DFT total energy	-8124.28773	eV
max |F|	0.1036	hartree/bohr

***

Computed, not measured: one molecule with the formula C3H8O2, with ωB97M-V with the def2-TZVPD basis set.

Structure (XYZ):
```
13
Properties=species:S:1:pos:R:3:nbo_charge:R:1
C -1.53 0.35 0.19 -0.621
C -0.31 -0.50 -0.11 0.067
O -0.12 -0.49 -1.50 -0.722
C 0.95 0.05 0.60 -0.089
O 2.11 -0.08 -0.21 -0.723
H -1.37 1.36 -0.20 0.209
H -1.72 0.42 1.27 0.209
H -2.42 -0.07 -0.29 0.222
H -0.49 -1.53 0.24 0.150
H 0.79 -0.81 -1.64 0.479
H 0.80 1.11 0.88 0.162
H 1.15 -0.51 1.52 0.182
H 2.16 0.71 -0.76 0.474
```

E_LUMO	0.032	Eh
2S+1	1
HOMO level	-10.16	eV
ΔE to the lowest compared entry with this formula, charge and spin	73.4	kJ/mol
orbital gap	11.035	eV
structure (SMILES)	C[C@@H](O)CO
DFT total energy	-7335.28954	eV
max |F|	0.0063	hartree/bohr

***

Computed, not measured: C10H6IrNS4 as an isolated structure, with ωB97M-V with the def2-TZVPD basis set.

Structure (XYZ):
```
22
Properties=species:S:1:pos:R:3:nbo_charge:R:1
Ir -0.10 -0.73 -1.59 0.546
S 0.43 3.28 0.27 0.461
C -0.33 3.51 -1.25 -0.387
C -0.60 2.33 -1.88 -0.274
C -0.17 1.20 -1.15 -0.148
C 0.40 1.58 0.06 -0.341
C 0.71 0.53 0.98 0.204
C 1.16 0.61 2.29 -0.237
C 1.31 -0.56 3.01 -0.131
C 1.00 -1.78 2.43 -0.270
C 0.57 -1.79 1.11 0.080
N 0.44 -0.67 0.41 -0.427
H -0.54 4.51 -1.59 0.242
H -1.09 2.28 -2.85 0.239
H 1.38 1.57 2.72 0.232
H 1.66 -0.52 4.04 0.227
H 1.09 -2.71 2.97 0.235
H 0.33 -2.71 0.60 0.231
S -3.01 -3.69 -3.27 0.042
C -2.02 -2.57 -2.68 -0.543
S -0.49 -2.02 -3.42 -0.113
S -2.14 -1.65 -1.22 0.132
```

E_LUMO	-0.046	Eh
2S+1	1
HOMO level	-8.11	eV
ΔE to the lowest compared entry with this formula, charge and spin	0.0	kJ/mol
orbital gap	6.866	eV
DFT total energy	-58137.21110	eV
max |F|	0.0177	hartree/bohr

***

Computed, not measured: C47H46N3O3PRb as an isolated structure in a non-equilibrium geometry, with ωB97M-V with the def2-TZVPD basis set.

Structure (XYZ):
```
101
Properties=species:S:1:pos:R:3:mulliken_charge:R:1
Rb 0.25 0.19 0.44 0.614
C 3.42 -2.32 -2.28 -0.500
O 2.15 -2.85 -2.62 -0.387
C 1.21 -1.83 -2.86 0.736
C -0.18 -2.45 -2.85 -1.042
O -1.17 -1.54 -2.41 0.253
C -1.80 -0.77 -3.41 -1.056
C -1.42 0.69 -3.31 0.410
O -2.05 1.21 -2.17 -0.169
C -1.73 2.56 -1.93 -0.462
H 3.83 -1.72 -3.11 0.284
H 4.08 -3.16 -2.09 0.241
H 3.34 -1.70 -1.38 0.031
H 1.44 -1.34 -3.82 0.140
H 1.25 -1.06 -2.09 -0.234
H -0.16 -3.28 -2.14 0.285
H -0.45 -2.86 -3.83 0.343
H -2.88 -0.85 -3.26 0.297
H -1.57 -1.16 -4.41 0.468
H -1.74 1.22 -4.22 0.493
H -0.33 0.79 -3.22 -0.435
H -2.05 3.19 -2.77 0.406
H -0.65 2.69 -1.77 0.124
H -2.25 2.85 -1.02 0.008
C 0.94 7.34 3.07 -0.487
C 0.59 7.08 1.76 -0.541
C 0.10 5.83 1.41 -0.615
C -0.06 4.81 2.35 0.106
C 0.30 5.10 3.67 -0.122
C 0.80 6.34 4.03 -0.702
P -0.83 3.18 1.70 1.380
C 0.11 2.10 2.87 -0.848
C 1.50 2.21 2.88 0.311
C 2.29 1.39 3.67 -0.869
C 1.69 0.43 4.47 -0.405
C 0.31 0.31 4.48 -0.832
C -0.48 1.14 3.69 0.130
C -2.45 3.39 2.58 0.702
C -3.00 4.32 3.42 -0.599
C -4.34 4.11 3.86 -0.947
C -5.08 3.03 3.46 -0.843
C -4.54 2.07 2.57 0.366
C -5.19 0.93 2.03 -1.042
C -4.53 0.14 1.13 -1.078
C -3.18 0.40 0.76 -0.079
C -2.46 1.44 1.30 0.425
C -3.20 2.26 2.17 -0.791
H 1.33 8.31 3.35 0.354
H 0.71 7.85 1.00 0.366
H -0.16 5.62 0.37 0.332
H 0.19 4.33 4.42 0.435
H 1.07 6.54 5.06 0.393
H 1.97 2.96 2.25 0.281
H 3.37 1.48 3.64 0.411
H 2.31 -0.24 5.06 0.311
H -0.16 -0.44 5.11 0.404
H -1.55 1.04 3.73 0.405
H -2.46 5.20 3.74 0.468
H -4.78 4.84 4.53 0.373
H -6.10 2.92 3.82 0.380
H -6.22 0.71 2.30 0.331
H -5.05 -0.71 0.69 0.422
H -2.74 -0.24 -0.01 0.474
C 4.92 -0.67 2.41 -0.760
C 4.63 -1.63 3.36 -0.759
C 3.49 -2.41 3.20 -0.889
C 2.65 -2.21 2.09 1.354
C 2.87 -1.20 1.12 -0.229
C 4.05 -0.46 1.35 -0.113
C 1.49 -3.14 1.93 -0.105
C 1.54 -4.45 2.52 -0.854
C 0.51 -5.31 2.38 -1.106
C -0.63 -4.92 1.64 1.304
C -1.76 -5.76 1.45 -0.807
C -2.82 -5.33 0.71 -0.701
C -2.80 -4.04 0.13 -0.706
C -1.72 -3.22 0.30 0.244
C -0.60 -3.64 1.06 -1.096
N 0.45 -2.78 1.21 0.592
H 5.82 -0.06 2.51 0.387
H 5.27 -1.79 4.22 0.329
H 3.25 -3.14 3.96 0.371
H 4.31 0.34 0.65 0.318
H 2.43 -4.75 3.05 0.467
H 0.55 -6.30 2.82 0.358
H -1.76 -6.74 1.90 0.382
H -3.68 -5.96 0.57 0.376
H -3.64 -3.70 -0.46 0.457
H -1.70 -2.24 -0.16 0.617
C 4.29 2.51 -4.72 -0.918
N 3.48 2.41 -3.53 0.182
C 3.72 3.02 -2.32 -0.503
C 2.73 2.58 -1.48 -0.391
N 1.90 1.72 -2.14 0.198
C 2.37 1.64 -3.36 -0.430
H 4.80 3.47 -4.73 0.328
H 3.65 2.45 -5.60 0.351
H 5.03 1.71 -4.76 0.289
H 4.54 3.69 -2.18 0.433
H 2.57 2.84 -0.45 0.155
H 1.97 1.04 -4.16 0.269
```

E_LUMO	0.065	Eh
2S+1	1
net charge	-1
HOMO level	-3.68	eV
ΔE to the lowest compared entry with this formula, charge and spin	45.9	kJ/mol
orbital gap	5.454	eV
DFT total energy	-70040.67496	eV
max |F|	0.0197	hartree/bohr